No. 1
A structure of composition C22H20N5O3RhSSe2. Source: OMol25; level of theory: wB97M-V/def2-TZVPD.

Structure (XYZ):
```
54
Properties=species:S:1:pos:R:3:nbo_charge:R:1
Rh -0.222 -0.896 0.559 0.774
Se -0.748 -3.117 1.491 0.457
Se -2.114 -1.310 2.247 0.549
C -0.658 -0.499 3.241 0.026
C -0.657 -0.174 4.573 -0.211
C 0.445 0.544 5.041 -0.104
C 1.463 0.888 4.170 -0.204
C 1.377 0.512 2.834 0.093
N 0.324 -0.169 2.396 -0.429
C -1.410 -3.142 -0.345 0.028
C -2.068 -4.164 -0.975 -0.212
C -2.369 -3.970 -2.328 -0.106
C -2.004 -2.792 -2.950 -0.199
C -1.341 -1.807 -2.224 0.110
N -1.051 -2.000 -0.944 -0.433
H -1.477 -0.450 5.221 0.266
H 0.496 0.832 6.082 0.261
H 2.323 1.447 4.510 0.263
H 2.139 0.756 2.106 0.239
H -2.340 -5.070 -0.451 0.266
H -2.890 -4.742 -2.878 0.262
H -2.231 -2.620 -3.992 0.264
H -1.044 -0.862 -2.657 0.241
O 0.732 1.736 -1.726 -0.616
C -0.293 1.874 -1.070 0.671
N -0.663 1.074 -0.016 -0.883
S -2.276 1.359 0.370 2.290
O -2.406 1.544 1.794 -0.934
O -3.074 0.309 -0.217 -0.943
C -2.415 2.834 -0.547 -0.345
C -3.462 3.731 -0.593 -0.152
C -3.318 4.802 -1.468 -0.159
C -2.176 4.948 -2.251 -0.165
C -1.135 4.030 -2.185 -0.170
C -1.273 2.965 -1.313 -0.076
H -4.347 3.610 0.015 0.250
H -4.110 5.535 -1.541 0.245
H -2.099 5.794 -2.920 0.244
H -0.241 4.137 -2.785 0.250
C 4.402 0.554 -1.927 -0.657
C 3.551 -0.356 -1.111 0.234
C 3.838 -1.555 -0.478 -0.323
C 2.656 -1.978 0.123 0.193
N 1.692 -1.070 -0.127 -0.311
N 2.264 -0.096 -0.871 -0.339
C 2.489 -3.231 0.912 -0.650
H 5.359 0.081 -2.133 0.251
H 4.590 1.488 -1.397 0.247
H 3.921 0.793 -2.874 0.247
H 4.782 -2.071 -0.463 0.254
H 1.669 0.666 -1.262 0.445
H 3.435 -3.767 0.927 0.263
H 1.756 -3.902 0.458 0.216
H 2.209 -3.034 1.947 0.224
```

* net charge: +2
* HOMO level: -14.77 eV
* relative energy (zero: lowest compared OMol25 entry of this formula, charge and spin): 1.3 kcal per mole
* LUMO: -8.0 eV
* M: 695.3 g mol⁻¹
* Kohn-Sham gap: 0.249 hartree
* largest force on an atom: 1.0 eV/Å


No. 2
A structure of composition C22H20N5O4S2V. Source: OMol25; level of theory: wB97M-V/def2-TZVPD.

Structure (XYZ):
```
54
Properties=species:S:1:pos:R:3:nbo_charge:R:1
V 0.416 -1.290 -0.632 1.129
S 2.445 -2.222 -1.036 -0.181
C 2.834 -1.950 0.694 0.234
N 4.078 -1.702 0.978 -0.373
N 4.280 -1.259 2.293 -0.469
C 3.860 0.000 2.696 0.259
C 3.031 0.817 1.919 -0.307
C 2.607 2.044 2.401 -0.177
C 3.003 2.502 3.651 -0.285
C 3.844 1.705 4.416 -0.205
C 4.267 0.471 3.952 -0.301
N 1.845 -1.952 1.624 -0.380
N 0.619 -1.906 1.122 -0.298
C -0.397 -2.071 2.096 0.205
C -0.228 -1.563 3.383 -0.238
C -1.251 -1.700 4.306 -0.202
C -2.437 -2.337 3.959 -0.233
C -2.597 -2.838 2.676 -0.212
C -1.581 -2.707 1.742 -0.223
H 5.215 -1.491 2.578 0.366
H 2.712 0.503 0.937 0.237
H 1.952 2.640 1.777 0.225
H 2.661 3.460 4.022 0.199
H 4.171 2.039 5.395 0.196
H 4.903 -0.154 4.570 0.195
H 0.699 -1.065 3.630 0.248
H -1.123 -1.298 5.304 0.205
H -3.232 -2.439 4.687 0.202
H -3.518 -3.333 2.395 0.208
H -1.698 -3.095 0.738 0.225
C -1.979 2.763 -6.425 -0.629
C -1.998 1.745 -5.318 0.000
C -3.186 1.160 -4.900 -0.224
C -3.196 0.219 -3.879 -0.164
C -2.006 -0.144 -3.275 -0.380
C -0.805 0.429 -3.679 -0.111
C -0.809 1.366 -4.694 -0.211
S -2.025 -1.272 -1.909 2.321
O -3.293 -1.942 -1.929 -0.935
O -0.830 -2.161 -2.087 -0.946
N -1.607 -0.527 -0.613 -0.982
C -1.678 0.904 -0.418 -0.344
C -0.264 1.506 -0.404 0.785
O -0.111 2.709 -0.346 -0.638
O 0.702 0.628 -0.475 -0.762
H -2.989 3.052 -6.713 0.211
H -1.477 2.366 -7.309 0.220
H -1.441 3.661 -6.119 0.223
H -4.118 1.446 -5.372 0.207
H -4.120 -0.241 -3.552 0.241
H 0.128 0.152 -3.203 0.218
H 0.127 1.818 -5.001 0.215
H -2.151 1.138 0.539 0.224
H -2.256 1.418 -1.191 0.213
```

* net charge: -1
* HOMO level (alpha / beta): -3.95 / -3.84 eV
* LUMO (alpha / beta): 2.4 / 2.4 eV
* M: 533.5 g mol⁻¹
* multiplicity: 2
* Kohn-Sham gap (alpha / beta): 0.233 / 0.229 hartree
* largest force on an atom: 0.7 eV/Å


No. 3
A structure of composition C22H20N6O3RuS. Source: OMol25; level of theory: wB97M-V/def2-TZVPD.

Structure (XYZ):
```
53
Properties=species:S:1:pos:R:3:nbo_charge:R:1
Ru -0.709 0.088 0.930 1.111
C -1.850 4.189 0.191 -0.712
C -1.773 2.726 0.357 0.414
N -0.631 2.045 0.434 -0.289
N 0.532 2.641 0.241 -0.153
C 1.545 1.648 0.243 0.598
O 1.251 0.424 0.366 -0.608
C 2.878 2.123 0.078 -0.092
C 3.946 1.192 0.084 -0.131
C 5.233 1.640 -0.052 -0.206
C 5.481 3.012 -0.197 -0.060
C 4.444 3.941 -0.211 -0.216
C 3.145 3.508 -0.075 -0.113
C -2.949 1.853 0.432 0.093
C -4.236 2.336 0.333 -0.144
C -5.305 1.435 0.350 -0.112
C -5.045 0.089 0.459 -0.181
C -3.721 -0.343 0.560 0.123
N -2.705 0.508 0.549 -0.449
H -0.862 4.636 0.170 0.275
H -2.424 4.614 1.020 0.279
H -2.377 4.439 -0.733 0.278
H 3.728 0.140 0.196 0.243
H 6.062 0.946 -0.049 0.249
H 6.502 3.355 -0.304 0.245
H 4.662 4.993 -0.329 0.249
H 2.328 4.213 -0.089 0.242
H -4.415 3.398 0.247 0.255
H -6.321 1.797 0.277 0.263
H -5.841 -0.643 0.475 0.268
H -3.473 -1.391 0.667 0.239
O 1.626 -1.603 -2.752 -0.739
C 2.095 -2.930 -2.524 0.072
N 1.154 -3.957 -2.856 -0.627
C 0.073 -4.354 -2.117 0.658
O -0.731 -5.163 -2.513 -0.541
C -0.096 -3.805 -0.718 -0.145
C -0.267 -4.709 0.327 -0.067
C -0.542 -4.235 1.595 -0.227
C -0.680 -2.874 1.790 0.077
N -0.542 -2.003 0.779 -0.499
C -0.240 -2.460 -0.452 0.039
H 1.602 -1.446 -3.701 0.484
H 2.336 -2.977 -1.463 0.183
H 3.007 -3.110 -3.092 0.199
H 1.180 -4.367 -3.779 0.425
H -0.192 -5.771 0.130 0.262
H -0.669 -4.903 2.434 0.261
H -0.927 -2.468 2.759 0.234
H -0.108 -1.723 -1.235 0.243
S -0.466 0.523 3.221 0.046
C -1.862 -0.334 3.653 -0.013
N -2.850 -0.884 3.892 -0.284
```

* net charge: +2
* HOMO level (alpha / beta): -14.37 / -14.93 eV
* relative energy (zero: lowest compared OMol25 entry of this formula, charge and spin): 0.0 kcal per mole
* LUMO (alpha / beta): -7.4 / -9.6 eV
* M: 549.6 g mol⁻¹
* multiplicity: 5
* Kohn-Sham gap (alpha / beta): 0.257 / 0.194 hartree
* largest force on an atom: 0.7 eV/Å


No. 4
A structure of composition C22H21BF2N2ORh at a distorted geometry. Source: OMol25; level of theory: wB97M-V/def2-TZVPD.

Structure (XYZ):
```
50
Properties=species:S:1:pos:R:3:nbo_charge:R:1
Rh 0.402 1.093 -1.160 0.500
C 5.144 1.609 -4.215 -0.168
C 3.941 0.923 -4.263 -0.199
C 2.959 1.197 -3.325 -0.221
C 3.184 2.151 -2.344 0.151
C 4.390 2.845 -2.291 -0.218
C 5.363 2.569 -3.231 -0.187
N 2.127 2.372 -1.417 -0.241
N 2.287 3.223 -0.519 -0.069
C 1.199 3.347 0.341 -0.044
C 1.217 4.377 1.273 -0.136
C 0.108 4.589 2.075 -0.216
C -1.002 3.772 1.927 -0.155
C -1.013 2.729 1.000 -0.294
C 0.094 2.484 0.208 -0.015
H 5.913 1.400 -4.946 0.232
H 3.764 0.183 -5.031 0.231
H 2.005 0.679 -3.368 0.201
H 4.544 3.587 -1.520 0.244
H 6.302 3.104 -3.201 0.233
H 2.096 5.006 1.335 0.241
H 0.104 5.394 2.796 0.236
H -1.881 3.943 2.536 0.230
H -1.903 2.120 0.926 0.217
F -2.508 1.162 -1.212 -0.504
B -1.388 1.535 -1.815 1.204
F -1.499 2.203 -2.948 -0.486
C -2.966 -5.838 2.533 -0.646
C -2.493 -4.518 2.003 0.108
C -1.428 -4.444 1.112 -0.243
C -0.985 -3.240 0.598 0.104
C 0.174 -3.250 -0.359 -0.639
C -1.645 -2.053 1.005 -0.189
C -1.283 -0.762 0.521 0.445
O -0.399 -0.538 -0.330 -0.609
C -2.730 -2.109 1.924 0.101
C -3.467 -0.878 2.393 -0.657
C -3.129 -3.340 2.397 -0.246
H -2.298 -6.649 2.252 0.228
H -3.961 -6.063 2.145 0.243
H -3.045 -5.808 3.621 0.238
H -0.927 -5.357 0.812 0.222
H 0.558 -4.262 -0.465 0.227
H 0.984 -2.605 -0.018 0.231
H -0.129 -2.894 -1.344 0.232
H -1.821 0.094 0.930 0.168
H -2.810 -0.177 2.911 0.226
H -4.251 -1.161 3.091 0.239
H -3.942 -0.351 1.563 0.230
H -3.956 -3.395 3.095 0.222
```

* net charge: +1
* HOMO level: -11.68 eV
* relative energy (zero: lowest compared OMol25 entry of this formula, charge and spin): 17.7 kcal per mole
* LUMO: -4.3 eV
* M: 481.1 g mol⁻¹
* Kohn-Sham gap: 0.270 hartree
* largest force on an atom: 1.6 eV/Å


No. 5
An isolated molecule of C22H21ClN2O. Source: OMol25; level of theory: wB97M-V/def2-TZVPD.

Structure (XYZ):
```
47
Properties=species:S:1:pos:R:3:nbo_charge:R:1
O -1.112 -3.404 -0.681 -0.550
C -1.055 -2.256 -0.287 0.597
C -2.296 -1.453 -0.131 -0.185
C -3.502 -2.149 -0.017 -0.134
C -4.699 -1.482 0.140 -0.245
C -4.700 -0.095 0.170 -0.009
C -3.517 0.618 0.040 -0.266
C -2.323 -0.061 -0.104 -0.107
H -1.415 0.506 -0.221 0.216
H -3.533 1.697 0.052 0.227
Cl -6.189 0.756 0.362 0.011
H -5.626 -2.025 0.235 0.229
H -3.475 -3.228 -0.053 0.238
C 0.271 -1.627 0.065 -0.349
C 1.007 -2.527 1.067 -0.388
C 2.407 -1.983 1.316 -0.419
H 2.953 -2.643 1.992 0.210
C 3.162 -1.886 -0.015 -0.210
N 2.478 -1.121 -1.031 -0.442
C 1.120 -1.536 -1.234 -0.212
H 0.645 -0.847 -1.935 0.222
H 1.131 -2.540 -1.677 0.206
C 2.770 0.292 -1.155 -0.240
C 2.098 1.218 -0.168 -0.038
C 2.620 1.449 1.080 -0.198
C 1.974 2.283 2.005 -0.205
C 0.811 2.919 1.672 -0.182
C 0.259 2.751 0.387 -0.118
C -0.909 3.416 -0.040 -0.142
C -1.371 3.216 -1.312 -0.271
C -0.661 2.336 -2.150 0.059
N 0.416 1.700 -1.788 -0.448
C 0.903 1.886 -0.543 0.210
H -1.002 2.149 -3.160 0.196
H -2.255 3.714 -1.679 0.226
H -1.417 4.081 0.646 0.219
H 0.309 3.568 2.375 0.213
H 2.413 2.426 2.982 0.218
H 3.556 0.986 1.360 0.214
H 3.855 0.405 -1.073 0.203
H 2.461 0.593 -2.160 0.230
H 4.156 -1.459 0.138 0.196
H 3.289 -2.902 -0.410 0.189
H 2.334 -0.999 1.783 0.198
H 0.444 -2.572 2.002 0.208
H 1.064 -3.536 0.655 0.216
H 0.150 -0.635 0.502 0.209
```

* net charge: 0
* HOMO level: -7.92 eV
* relative energy (zero: lowest compared OMol25 entry of this formula, charge and spin): 0.0 kcal per mole
* SMILES: O=C(c1ccc(Cl)cc1)[C@H]1CCCN(Cc2cccc3cccnc23)C1
* LUMO: -0.1 eV
* M: 364.9 g mol⁻¹
* Kohn-Sham gap: 0.287 hartree
* largest force on an atom: 0.7 eV/Å


No. 6
An isolated molecule of C22H21ClN2O4S at a distorted geometry. Source: OMol25; level of theory: wB97M-V/def2-TZVPD.

Structure (XYZ):
```
51
Properties=species:S:1:pos:R:3:nbo_charge:R:1
C 4.108 1.411 1.029 -0.635
C 3.039 1.333 -0.023 -0.102
C 2.167 2.401 -0.203 -0.200
C 1.206 2.389 -1.196 -0.219
C 1.109 1.302 -2.048 -0.201
C 1.959 0.225 -1.881 -0.260
C 2.907 0.225 -0.863 0.335
O 3.753 -0.875 -0.759 -0.539
C 3.552 -1.723 0.345 -0.047
C 2.281 -2.588 0.244 -0.536
C 0.992 -1.785 0.160 0.703
O 0.170 -1.964 -0.706 -0.593
N 0.849 -0.882 1.181 -0.638
C -0.042 0.184 1.260 0.240
C -0.910 0.505 0.219 -0.250
C -1.727 1.606 0.350 -0.324
C -1.734 2.395 1.482 -0.208
C -0.868 2.074 2.516 -0.197
C -0.030 0.980 2.405 -0.237
H 0.645 0.739 3.214 0.207
H -0.846 2.678 3.410 0.222
H -2.400 3.241 1.529 0.244
S -2.892 1.937 -0.966 2.317
O -2.288 1.687 -2.236 -0.931
O -3.538 3.193 -0.738 -0.930
N -4.060 0.752 -0.685 -0.858
C -3.626 -0.576 -0.730 0.168
C -3.216 -1.126 -1.941 -0.229
C -2.762 -2.429 -1.998 -0.187
C -2.724 -3.210 -0.855 -0.192
C -3.129 -2.682 0.358 -0.216
C -3.563 -1.370 0.415 -0.084
Cl -4.014 -0.681 1.945 -0.006
H -3.094 -3.273 1.260 0.226
H -2.370 -4.228 -0.901 0.219
H -2.434 -2.838 -2.941 0.220
H -3.239 -0.497 -2.815 0.244
H -4.568 0.982 0.160 0.415
H -0.931 -0.079 -0.684 0.281
H 1.536 -0.911 1.921 0.395
H 2.240 -3.245 1.115 0.231
H 2.333 -3.203 -0.655 0.243
H 3.547 -1.154 1.284 0.155
H 4.424 -2.384 0.351 0.204
H 1.899 -0.634 -2.531 0.229
H 0.359 1.292 -2.823 0.233
H 0.533 3.225 -1.312 0.221
H 2.259 3.260 0.446 0.210
H 4.939 0.755 0.781 0.226
H 4.481 2.431 1.101 0.225
H 3.719 1.135 2.011 0.206
```

* net charge: 0
* HOMO level: -8.57 eV
* relative energy (zero: lowest compared OMol25 entry of this formula, charge and spin): 8.2 kcal per mole
* SMILES: Cc1ccccc1OCCC(=O)Nc1cccc(S(=O)(=O)Nc2ccccc2Cl)c1
* LUMO: 0.4 eV
* M: 444.9 g mol⁻¹
* Kohn-Sham gap: 0.328 hartree
* largest force on an atom: 1.1 eV/Å


Question: Which of these has the highest M?
Answer: C22H20N5O3RhSSe2


Question: Among the records above, which one has the lowest net charge?
Answer: C22H20N5O4S2V